Entry 1:
# C20H23BeCaCl3F4NO7PS

A structure of composition C20H23BeCaCl3F4NO7PS in a non-equilibrium geometry (ωB97M-V/def2-TZVPD, the Open Molecules 2025 dataset).

```
62
Properties=species:S:1:pos:R:3:mulliken_charge:R:1
O 3.5178 -0.1261 -0.2156 -0.436
C 2.9662 0.8760 -0.5473 -0.303
C 2.1587 1.6712 0.4895 0.422
P 0.5692 2.4547 -0.1913 0.334
N -0.3672 0.9922 0.4654 -0.444
C -1.2150 0.6579 -0.3133 0.378
S -2.2387 -0.2241 -1.1426 -0.280
H 3.0128 1.1853 -1.6078 0.371
H 1.9055 0.9493 1.2676 -0.152
H 2.7187 2.4879 0.9602 -0.216
H 0.7769 1.8437 -1.4869 -0.263
H -0.6097 3.1198 -0.6431 0.150
H 0.4000 3.1090 1.1832 -0.342
H 1.4358 3.6424 -0.5717 0.030
C -2.0720 -5.3317 0.1125 -0.853
C -2.1675 -4.1968 -0.6001 0.425
C -3.4005 -3.8643 -1.3923 1.037
O -3.4488 -2.8140 -2.0095 -0.530
C -4.4913 -4.8239 -1.3919 -0.996
C -4.3958 -5.9633 -0.6806 0.368
C -3.1771 -6.2837 0.1320 0.951
O -3.1518 -7.3143 0.7672 -0.569
O -5.3650 -6.8568 -0.6589 -0.525
O -1.1777 -3.3132 -0.6393 -0.521
H -1.1906 -5.5799 0.6872 0.448
H -5.3664 -4.5831 -1.9789 0.438
H -5.0547 -7.5795 -0.0776 0.369
H -1.4860 -2.5834 -1.2123 0.112
C 1.3178 -0.1294 6.4091 -0.615
C 2.1224 0.5919 5.5229 -0.048
C 1.7321 0.7454 4.1970 -0.284
C 0.5435 0.1905 3.7549 0.134
C -0.2617 -0.5282 4.6449 -0.572
C 0.1301 -0.6887 5.9673 -0.391
H 1.6238 -0.2512 7.4394 0.416
H 3.0485 1.0267 5.8681 0.345
H 2.3646 1.3014 3.5097 0.260
H 0.2340 0.3103 2.7242 0.294
H -1.1919 -0.9603 4.3008 0.425
H -0.4916 -1.2493 6.6519 0.396
Ca 2.5049 4.3347 1.6763 1.667
C -2.2162 -0.0042 -5.6466 -1.218
C -1.3382 0.8540 -4.7619 0.017
O -0.3237 1.5475 -5.5412 -0.373
C -0.7405 2.5924 -6.2379 0.322
O -1.8432 3.0207 -6.2874 -0.422
C 0.4462 3.2220 -6.9815 0.768
F 1.2169 2.2281 -7.6890 -0.086
F 1.2894 3.8115 -6.1662 -0.191
F 0.0812 4.0963 -7.8729 -0.191
H -1.6080 -0.7012 -6.2269 0.326
H -2.9266 -0.5683 -5.0448 0.343
H -2.7767 0.6003 -6.3594 0.353
H -0.8048 0.2218 -4.0562 0.239
H -1.9216 1.5670 -4.1811 0.301
C 5.2211 3.0606 7.0245 0.037
Cl 5.8567 2.1916 5.6351 -0.123
Cl 3.5188 3.4215 6.6907 0.015
Cl 5.3886 2.1618 8.5224 -0.075
H 5.7676 3.9920 7.1150 0.342
F 3.4740 5.7236 5.2669 -0.551
Be 1.4766 0.7164 -8.5722 0.737
```

The HOMO-LUMO gap comes out at 1.00 eV. The LUMO energy comes out at -0.4224 Eh. The electronic energy is -124306.944 eV. As for the multiplicity: 1. The calculation puts the HOMO energy at -12.496 eV. As for the total charge: +2.

***

Entry 2:
# C32H40BrCl2N6O3Ta

A structure of composition C32H40BrCl2N6O3Ta in a non-equilibrium geometry (ωB97M-V/def2-TZVPD, the Open Molecules 2025 dataset).

```
85
Properties=species:S:1:pos:R:3:mulliken_charge:R:1
Ta 0.1831 0.0580 -0.1885 -0.406
C 2.8897 1.7780 4.6736 -0.926
O 2.4094 0.8142 3.7166 -0.307
C 2.0834 1.2094 2.4794 -0.068
O 1.5383 0.4168 1.7015 -0.374
N 2.3605 2.4627 2.0828 0.075
N 1.8545 3.1053 0.9377 -0.368
H 2.8175 1.2458 5.6282 0.248
H 2.1058 2.5585 4.7305 0.388
H 3.9084 2.0510 4.3768 0.313
H 2.5326 3.1292 2.8214 0.284
H 2.6586 3.0745 0.2224 0.327
H 1.1351 2.5656 0.4739 -0.400
Cl -0.8156 -1.2971 -4.9911 -0.246
C 0.7005 -0.7725 -4.3604 0.791
C 1.6221 -0.3805 -5.3812 -1.143
C 2.7572 0.2384 -4.9639 0.790
Cl 3.9284 0.6948 -6.2040 -0.279
C 3.1901 0.4638 -3.6570 0.077
C 4.3587 1.1473 -3.2042 -1.020
C 4.5493 1.2722 -1.8812 -1.027
C 3.5176 0.8395 -0.9713 -0.500
N 2.4154 0.3195 -1.3785 0.385
C 2.1921 0.0719 -2.7195 0.813
C 0.8914 -0.5050 -3.0245 -1.269
O 0.0594 -0.8573 -2.0641 -0.163
H 1.3992 -0.5506 -6.4166 0.503
H 5.1650 1.2752 -3.8572 0.459
H 5.4143 1.6608 -1.3902 0.483
H 3.8163 0.6943 0.1334 0.350
C -1.6306 1.5871 2.9563 -0.930
C -1.9174 0.1987 3.5125 0.705
C -0.6854 -0.5619 4.0376 -1.449
C -2.7716 -0.5949 2.6277 0.433
C -3.9164 -1.1598 3.2024 -0.940
C -4.8411 -1.8918 2.5687 -1.459
C -4.5843 -2.1058 1.2180 -1.110
C -3.4381 -1.6035 0.5345 0.422
C -3.2517 -2.0542 -0.8898 0.485
C -2.1721 -3.1281 -0.9767 -0.941
C -3.0680 -0.9581 -1.9200 -0.493
C -2.4570 -0.8631 1.2613 0.464
N -1.2936 -0.4667 0.7361 1.741
H -0.7867 2.1631 3.4053 0.246
H -2.5244 2.2023 3.0013 0.367
H -1.3268 1.5248 1.9012 -0.251
H -2.4925 0.3886 4.4578 0.534
H 0.1003 -0.6402 3.3026 -0.068
H -1.0405 -1.5469 4.1836 0.446
H -0.3178 -0.1068 4.8929 0.541
H -4.1442 -0.8993 4.2295 0.319
H -5.7484 -2.2338 3.0657 0.369
H -5.1992 -2.6844 0.6433 0.576
H -4.1824 -2.5844 -1.1667 0.598
H -1.2145 -2.7062 -1.0017 -0.094
H -2.2710 -3.7718 -1.9155 0.331
H -2.3340 -3.7850 -0.1368 0.394
H -2.2664 -0.2640 -1.5596 -0.397
H -3.9960 -0.3820 -2.1284 0.459
H -2.7942 -1.3859 -2.8919 0.302
C -1.9335 3.1836 -0.4766 -1.527
C -0.8291 2.7521 -1.4616 1.844
C 0.0271 4.0264 -1.6940 -2.090
C -1.0792 2.2826 -2.8322 -1.574
N -0.0799 1.7082 -0.8241 1.060
H -2.7254 3.8595 -0.8933 0.330
H -1.3916 3.7341 0.2519 0.432
H -2.4258 2.3883 0.0143 0.201
H -0.5934 4.8114 -2.2111 0.424
H 0.9019 3.8671 -2.2597 0.448
H 0.3514 4.5123 -0.7814 0.463
H -1.5160 3.0720 -3.4725 0.467
H -1.5637 1.3418 -2.8629 0.203
H -0.1026 2.1474 -3.2239 0.334
Br -0.1679 -5.1691 2.5073 -0.147
C 0.9663 -4.3059 1.2844 -0.115
C 1.9600 -4.9904 0.5200 -0.285
C 2.5343 -4.2164 -0.4537 -0.710
C 2.2539 -2.8971 -0.5901 -0.168
N 1.3241 -2.2669 0.1477 0.135
C 0.7078 -2.9624 1.0689 -0.196
H 2.1770 -6.0561 0.6412 0.443
H 3.3246 -4.6570 -1.1124 0.353
H 2.7952 -2.3466 -1.3951 0.249
H 0.0121 -2.2888 1.6329 0.035
```

The HOMO-LUMO gap comes out at 6.25 eV. As for the energy relative to the best compared isomer or geometry (same formula, charge and spin): 68.2 kJ/mol. The LUMO energy comes out at -0.0154 Eh. The electronic energy is -145555.975 eV. As for the multiplicity: 1. The calculation puts the HOMO energy at -6.665 eV.

***

Entry 3:
# C27H36F18O13

A cluster of 7 separate species, C27H36F18O13 in total in a non-equilibrium geometry (ωB97M-V/def2-TZVPD, the Open Molecules 2025 dataset).

```
94
Properties=species:S:1:pos:R:3:mulliken_charge:R:1
C -4.3127 -0.9546 1.1222 -0.649
C -3.6055 -1.2942 2.4356 -0.390
O -4.5008 -1.1442 3.5420 -0.307
C -5.3014 -2.1240 3.9025 0.375
O -5.3194 -3.2199 3.4314 -0.518
C -6.3773 -1.6517 4.9235 0.823
F -6.2870 -0.3712 5.2406 -0.230
F -7.5842 -1.8917 4.3839 -0.253
F -6.2865 -2.4152 6.0277 -0.249
H -3.7021 -1.2774 0.2826 0.079
H -4.5717 0.0995 1.0922 0.355
H -5.2373 -1.5260 1.0041 0.364
H -2.9223 -0.4569 2.5834 0.200
H -3.1237 -2.2643 2.5509 0.409
C -0.0641 4.7885 -0.4924 -0.982
C 0.9013 5.4127 0.4990 0.419
O 1.1271 6.7833 0.0817 -0.324
C 2.1590 7.0669 -0.6784 0.331
O 3.0257 6.3134 -1.0017 -0.542
C 2.1019 8.5136 -1.1514 0.925
F 3.0832 8.7708 -2.0147 -0.237
F 0.9148 8.8046 -1.6701 -0.239
F 2.3116 9.3484 -0.1010 -0.265
H -1.0638 5.2116 -0.4202 0.356
H -0.1654 3.7218 -0.2735 0.167
H 0.3177 4.8431 -1.5104 0.308
H 1.8453 4.8699 0.5243 -0.176
H 0.5756 5.5945 1.5212 0.218
C -7.7278 -3.3049 -1.9755 -1.023
C -7.2798 -2.9468 -3.4032 -0.200
O -5.9152 -2.5038 -3.4973 -0.317
C -5.4878 -1.5064 -2.7293 0.399
O -6.1562 -0.9320 -1.9287 -0.484
C -4.1011 -0.9799 -3.1060 0.858
F -3.4267 -0.6827 -1.9861 -0.217
F -3.3529 -1.8774 -3.7771 -0.285
F -4.2434 0.0973 -3.8771 -0.256
H -8.0565 -2.3995 -1.4747 0.286
H -6.9367 -3.7391 -1.3657 0.282
H -8.5511 -4.0161 -2.0380 0.372
H -7.9215 -2.1539 -3.7898 0.268
H -7.2871 -3.8126 -4.0590 0.304
C 4.7640 -1.7025 3.6046 -1.192
C 4.9194 -1.9442 2.0912 -0.055
O 4.3599 -3.1750 1.7084 -0.298
C 3.0346 -3.2354 1.5887 0.401
O 2.3190 -2.3259 1.8722 -0.494
C 2.4399 -4.5483 1.0675 0.802
F 3.3896 -5.3714 0.6199 -0.252
F 1.8140 -5.1329 2.0967 -0.266
F 1.5645 -4.3245 0.1040 -0.175
H 5.2987 -0.8094 3.9372 0.394
H 5.1761 -2.5272 4.1832 0.343
H 3.7167 -1.4964 3.8265 0.298
H 5.9990 -1.9991 1.9574 0.331
H 4.5405 -1.0625 1.5742 0.175
C 4.6500 2.7058 1.7000 -1.160
C 3.9535 3.9551 2.2297 -0.319
O 2.7960 3.5668 2.9702 -0.166
C 2.5414 4.1443 4.1585 0.343
O 3.3838 4.6821 4.7968 -0.516
C 1.0640 4.0410 4.5890 0.836
F 0.4175 3.0031 4.0720 -0.219
F 1.0058 3.9899 5.9138 -0.237
F 0.4829 5.1733 4.1397 -0.242
H 4.5574 1.8558 2.3800 0.266
H 5.7329 2.8262 1.6801 0.467
H 4.2092 2.4343 0.7411 0.216
H 3.8424 4.7415 1.4853 0.375
H 4.6412 4.3488 2.9842 0.420
C 4.5907 -4.1714 -5.6431 -0.960
C 3.1597 -4.7346 -5.7030 -0.381
O 2.4178 -4.1346 -4.6266 -0.213
C 1.4822 -3.2579 -5.0026 0.124
O 1.1403 -2.9852 -6.1023 -0.513
C 0.9762 -2.5073 -3.7470 1.152
F 2.0211 -1.9126 -3.1656 -0.278
F 0.0937 -1.5871 -4.1151 -0.249
F 0.3959 -3.3190 -2.8631 -0.249
H 5.0911 -4.4257 -6.5778 0.345
H 5.0827 -4.6399 -4.7973 0.281
H 4.5061 -3.0880 -5.5848 0.296
H 3.2364 -5.8009 -5.4785 0.278
H 2.6760 -4.7038 -6.6756 0.372
C -0.1348 -1.0612 -0.1452 -0.355
C 0.0566 0.4122 -0.2771 0.627
C 1.3912 1.0077 0.0529 -0.575
O -0.8832 1.1391 -0.5331 -0.609
H -0.7290 -1.3815 -1.0038 0.154
H -0.7676 -1.2562 0.7238 0.014
H 0.7891 -1.6216 -0.0499 0.009
H 1.7761 1.6547 -0.7368 0.395
H 2.1430 0.2201 0.1511 0.226
H 1.3804 1.5475 1.0008 0.082
```

The HOMO-LUMO gap comes out at 10.03 eV. As for the energy relative to the best compared isomer or geometry (same formula, charge and spin): 0.0 kJ/mol. The LUMO energy comes out at 0.0098 Eh. The electronic energy is -104115.992 eV. As for the multiplicity: 1. The calculation puts the HOMO energy at -9.765 eV. As for the SMILES: CCOC(=O)C(F)(F)F.CCOC(=O)C(F)(F)F.CCOC(=O)C(F)(F)F.CCOC(=O)C(F)(F)F.CCOC(=O)C(F)(F)F.CCOC(=O)C(F)(F)F.CC(C)=O.